DFT (ωB97M-V/def2-TZVPD) results for a cluster of 6 separate species, C52H71ClF15N2O12S2 in total.

Results
Orbital gap = 7.6 eV
Total energy = -5790.85777 a.u.
Maximum force = 0.01886 hartree/bohr
LUMO = -0.099 hartree
Net charge = +1
HOMO level = -10.287 eV
Energy above the lowest of the compared OMol25 structures with the same formula, charge and spin = 0.0 kJ/mol

Each line ends with the Löwdin charge.
Atoms and positions in Å:
Cl: 6.74124 -0.77672 0.58576  0.83
S: 0.29190 1.77018 -2.40065  0.93
S: -2.15179 1.86817 -3.98290  0.75
F: -4.60465 -1.12305 1.78556  0.15
F: -12.07057 -3.89265 3.74597  0.16
F: -3.49894 -8.50724 5.83397  0.17
F: -6.02250 0.46085 2.18203  0.17
F: -5.32655 -8.60189 4.67764  0.18
F: -6.12617 4.41171 -9.81465  0.17
F: 4.65593 0.66227 -3.17182  0.14
F: 4.33488 -0.38590 -5.03537  0.20
F: -5.29002 -0.77722 3.80261  0.16
F: -11.34512 -2.19225 4.88407  0.14
F: -6.94781 6.33117 -9.24306  0.18
F: -7.22527 4.61521 -7.95699  0.17
F: 3.09656 1.31646 -4.51716  0.16
F: -5.15174 -7.18382 6.30050  0.17
F: -13.27123 -2.10832 3.90392  0.19
O: -14.08505 -2.96483 6.32379  0.18
O: -4.64725 4.52864 -7.35417  0.04
O: 10.39184 -1.26309 -2.68071  -0.03
O: -6.85873 -2.48986 1.32208  0.17
O: -12.38545 -4.45438 6.31575  0.03
O: -4.49071 6.61752 -8.19368  0.17
O: 11.05462 0.86723 -2.90476  0.15
O: 6.04431 2.50874 -4.52195  0.15
O: -3.33665 -5.76421 4.99328  0.04
O: -3.96324 -6.87711 3.13274  0.17
O: -7.73977 -1.61616 3.21097  0.04
O: 5.19651 1.69726 -6.44924  0.05
N: -2.09114 1.32026 -1.32363  -0.10
N: 3.92491 2.84334 0.30970  -0.06
C: 6.69276 0.55722 3.38896  -0.18
C: 6.70117 1.48825 2.14926  -0.34
C: -3.42428 1.83674 -1.15117  -0.24
C: 0.47011 2.61029 -0.79933  -0.45
C: -1.63362 -0.32344 0.39733  -0.03
C: 12.39126 -2.55020 -2.23919  -0.06
C: -8.63574 -3.83902 3.64044  -0.05
C: 1.74440 3.44789 -0.82702  -0.22
C: -1.84523 -2.40915 -1.41420  -0.05
C: -1.46425 1.65177 -2.53322  -1.13
C: 4.33461 0.81092 -4.46678  -0.54
C: 8.12027 2.03697 1.94617  -0.04
C: 4.56431 0.57259 1.16139  -0.17
C: 8.04480 0.88683 -1.89845  -0.17
C: 7.42538 1.99242 -7.40634  -0.05
C: -1.48193 -1.63259 0.83067  -0.08
C: -5.96928 2.92592 -0.79575  -0.07
C: -5.74793 1.57297 -0.60014  -0.07
C: 6.03921 2.57196 -7.24455  -0.18
C: 7.33918 2.04745 -1.17002  -0.14
C: 5.36019 3.02776 -0.08425  -0.06
C: -2.71914 -4.73527 4.19447  -0.19
C: -4.89959 3.74047 -1.15427  -0.07
C: 8.90941 0.16501 4.68138  -0.10
C: 7.92653 -0.34329 3.61710  -0.27
C: 9.37683 0.44666 -1.26153  -0.11
C: -2.00152 -1.09846 -1.85292  -0.01
C: 5.32381 1.78257 -5.14777  -0.41
C: 3.71564 1.80798 1.38481  -0.07
C: -6.83256 -1.75958 2.26805  -0.42
C: -5.04939 5.57000 -8.06746  -0.40
C: -13.10115 -3.44523 5.85090  -0.41
C: -13.97126 -6.04010 7.28192  -0.06
C: -3.63726 3.20389 -1.32304  -0.05
C: -3.91014 -6.74997 4.31850  -0.40
C: -3.39707 4.69099 -6.65670  -0.20
C: 10.37177 0.05971 -2.33785  -0.49
C: -5.66551 -0.78435 2.51910  -0.54
C: 6.06195 0.85138 0.88911  -0.67
C: -4.48153 1.02828 -0.77198  -0.01
C: -1.89625 -0.06396 -0.93891  -0.27
C: -3.59045 5.43720 -5.35501  -0.06
C: -6.37387 5.22813 -8.78312  -0.55
C: 3.02384 2.60037 -0.88058  -0.12
C: -1.59786 -2.67688 -0.07856  -0.07
C: -4.49313 -7.78402 5.30533  -0.55
C: -3.74208 -3.73442 3.70721  -0.06
C: 11.03501 -2.12521 -1.71715  -0.23
C: -8.91877 -2.45521 3.09953  -0.18
C: -12.85731 -5.05303 7.54582  -0.19
C: -12.44456 -2.90372 4.56468  -0.54
C: 6.06013 1.70693 -0.39710  -0.28
H: 6.09988 2.35589 2.43534  0.12
H: -8.27260 -3.77643 4.66717  0.09
H: 9.67353 0.80443 4.23335  0.06
H: 8.44596 -0.57607 2.68998  0.07
H: 8.77929 1.32525 1.45629  0.08
H: 1.72090 4.11023 -1.69315  0.12
H: -9.54134 -4.44175 3.62580  0.07
H: -7.87629 -4.34428 3.04370  0.08
H: 12.95237 -3.07778 -1.46881  0.08
H: -3.25298 -2.92319 3.16902  0.06
H: 4.18725 0.07858 0.25980  0.12
H: -2.67689 5.18997 -7.30383  0.13
H: -5.05431 4.80139 -1.29724  0.11
H: -6.55734 0.91306 -0.32052  0.11
H: 8.07908 2.60228 -0.59994  0.10
H: -3.93199 6.45588 -5.53614  0.08
H: 7.37280 0.99044 -7.83163  0.09
H: -1.93728 -3.21894 -2.12557  0.11
H: 5.52976 2.64878 -8.20132  0.13
H: 11.13396 -1.62457 -0.75083  0.12
H: -2.17860 -5.19505 3.36764  0.12
H: -14.25467 -6.53467 8.21003  0.08
H: 8.01284 2.62386 -8.07102  0.09
H: -2.80767 3.84411 -1.59858  0.10
H: -3.03614 3.68147 -6.47180  0.10
H: 7.54707 -1.30494 3.97092  0.11
H: 1.72622 4.11163 0.04538  0.12
H: 12.94893 -1.67006 -2.55838  0.08
H: -1.99441 -4.26471 4.85548  0.13
H: 3.59620 2.84965 -1.77060  0.13
H: 8.09188 2.96814 1.38003  0.07
H: 4.42708 -0.14138 1.96683  0.12
H: 8.26753 1.19851 -2.91844  0.12
H: 5.80079 -0.06613 3.41567  0.09
H: 2.66188 1.53172 1.34839  0.13
H: -2.65075 5.47891 -4.80378  0.08
H: -1.56754 0.50978 1.08573  0.12
H: 6.62170 1.21896 4.25616  0.11
H: 0.49808 1.88651 0.01726  0.07
H: -4.29456 -3.31423 4.54834  0.09
H: -0.38972 3.26184 -0.65640  0.09
H: -9.68327 -1.95568 3.67980  0.10
H: 7.01580 2.72633 -1.96475  0.11
H: -13.64896 -6.79650 6.56623  0.08
H: 9.84360 1.25801 -0.70078  0.12
H: 9.24941 -0.39355 -0.57948  0.08
H: 8.39295 0.78117 5.41742  0.07
H: 5.87509 3.58345 0.69862  0.14
H: 5.42114 1.17905 -1.10904  0.12
H: -4.46056 -4.20638 3.03613  0.09
H: 3.62164 3.72929 0.71066  0.17
H: -9.24767 -2.48657 2.06137  0.13
H: -11.98512 -5.54835 7.96555  0.13
H: -6.96060 3.33785 -0.66851  0.11
H: 2.77957 1.54058 -0.92119  0.12
H: -2.21763 -0.90816 -2.89612  0.11
H: 5.37583 3.65314 -0.97546  0.14
H: 12.27094 -3.18975 -3.11190  0.08
H: 7.94123 1.92726 -6.44877  0.08
H: -1.28417 -1.81714 1.87874  0.10
H: -14.84963 -5.54076 6.87493  0.08
H: 8.52104 2.31674 2.92025  0.09
H: 6.06053 3.56071 -6.78922  0.13
H: 3.87932 2.27360 2.35588  0.14
H: -13.16677 -4.26722 8.23316  0.13
H: 7.38594 0.02152 -1.95554  0.09
H: -4.33740 4.93616 -4.73763  0.08
H: -1.49986 -3.70039 0.25714  0.11
H: 9.42548 -0.65648 5.17167  0.07
H: 10.37759 -2.98439 -1.58103  0.12
H: -4.34755 -0.03127 -0.60573  0.11

Atoms 1-6, force components in eV/Å:
Cl 0.162 -0.038 -0.145
S 0.136 0.021 -0.100
S -0.087 0.064 -0.002
F 0.001 -0.006 -0.054
F 0.054 -0.013 -0.012
F 0.021 -0.027 0.036